{
  "formula": "C12H18CaClN6O4",
  "method": "the ωB97M-V functional and the def2-TZVPD basis",
  "symbols": ["Ca", "Cl", "O", "O", "O", "O", "C", "C", "N", "H", "H", "H", "C", "C", "N", "H", "H", "H", "C", "C", "N", "H", "H", "H", "C", "C", "N", "H", "H", "H", "C", "C", "N", "H", "H", "H", "C", "C", "N", "H", "H", "H"],
  "coordinates": [[0.245, -0.717, -0.159], [0.474, -1.966, 4.569], [1.895, -1.798, 4.738], [0.163, -2.770, 3.430], [-0.044, -2.563, 5.828], [-0.332, -0.792, 4.269], [-6.286, -1.194, 2.259], [-4.990, -1.145, 1.531], [-4.001, -1.034, 0.978], [-6.169, -0.935, 3.311], [-6.816, -2.147, 2.263], [-6.963, -0.503, 1.756], [6.098, -3.972, 0.059], [4.850, -3.220, -0.008], [3.829, -2.727, -0.080], [5.960, -4.654, 0.899], [6.977, -3.336, 0.163], [6.341, -4.471, -0.879], [-1.563, -4.762, -5.029], [-1.372, -3.793, -4.013], [-1.181, -3.012, -3.201], [-2.619, -5.015, -5.120], [-1.191, -5.729, -4.689], [-1.115, -4.484, -5.983], [-3.585, 4.562, -0.736], [-2.537, 3.528, -0.724], [-1.706, 2.698, -0.696], [-3.338, 5.343, -0.018], [-4.529, 4.106, -0.437], [-3.695, 4.955, -1.747], [2.139, 3.755, -3.986], [1.974, 2.389, -3.448], [1.893, 1.303, -3.051], [3.132, 4.191, -3.878], [1.456, 4.246, -3.294], [1.892, 3.897, -5.038], [2.508, 4.053, 3.671], [2.451, 2.884, 2.746], [2.376, 2.019, 1.957], [2.242, 3.562, 4.606], [1.668, 4.695, 3.404], [3.472, 4.552, 3.777]],
  "e_tot_ev": -60809.948,
  "charge": 1,
  "homo_lumo_gap_ev": 4.59,
  "lumo_energy_ev": -5.47,
  "de_lowest_kj_mol": 648.8
}


{
  "formula": "C12H18CdN2O6S",
  "method": "the ωB97M-V functional and the def2-TZVPD basis",
  "symbols": ["C", "O", "C", "C", "O", "O", "C", "C", "C", "O", "C", "C", "O", "C", "C", "S", "C", "N", "N", "C", "O", "H", "H", "H", "H", "H", "H", "H", "H", "H", "H", "H", "H", "H", "H", "H", "H", "H", "H", "Cd"],
  "coordinates": [[3.362, 0.871, 3.468], [1.970, 0.617, 3.335], [1.571, 0.446, 2.027], [0.294, -0.355, 1.992], [-0.081, -1.040, 2.873], [-0.436, -0.166, 0.833], [-0.919, -1.365, 0.224], [-2.164, -0.963, -0.557], [-3.399, -0.795, 0.308], [-4.428, -0.222, -0.508], [-4.388, 1.156, -0.473], [-5.116, 1.802, 0.654], [-3.813, 1.747, -1.337], [0.095, -2.019, -0.750], [1.399, -1.248, -0.875], [2.189, -1.420, -2.562], [3.183, -0.016, -2.718], [4.464, 0.027, -2.507], [4.826, 1.341, -2.690], [3.738, 1.985, -3.003], [2.644, 1.183, -3.048], [3.726, 1.509, 2.662], [3.534, 1.365, 4.412], [3.912, -0.068, 3.421], [1.395, 1.390, 1.497], [2.342, -0.107, 1.471], [-1.234, -2.054, 1.001], [-1.941, -0.050, -1.106], [-2.382, -1.724, -1.303], [-3.760, -1.763, 0.631], [-3.181, -0.145, 1.153], [-6.145, 1.949, 0.343], [-5.087, 1.188, 1.545], [-4.669, 2.764, 0.864], [0.333, -3.015, -0.388], [-0.355, -2.170, -1.725], [2.175, -1.694, -0.258], [1.302, -0.181, -0.719], [3.643, 3.034, -3.207], [1.403, -1.795, -4.978]],
  "e_tot_ev": -43377.316,
  "charge": 2,
  "homo_lumo_gap_ev": 1.76,
  "lumo_energy_ev": -12.70
}